[1]
The following is a quantum chemistry calculation of a 2-piece molecular cluster, CHCl2NO overall, from OMol25.

Structure (XYZ):
```
6
Properties=species:S:1:pos:R:3:forces:R:3
Cl -1.28228 0.40141 -1.88098 0.68 0.18 0.33
C 0.13428 0.79921 -1.05248 -0.45 0.04 0.50
N 0.60167 1.12982 0.05902 -1.12 -0.01 0.67
O 1.38729 0.88898 -1.35288 0.86 -0.26 -1.45
Cl -0.55026 -2.26593 2.18353 0.32 1.72 -0.20
H -0.29070 -0.95351 2.04378 -0.28 -1.68 0.17
```
Positions in Å, forces in eV/Å.

The calculation puts the HOMO-LUMO gap at 10.59 eV. As for the total energy: -1088.95079 Eh. The energy relative to the best compared isomer or geometry (same formula, charge and spin) is 1.459 eV. Its structure (SMILES) is ClC1=NO1.Cl. The lowest unoccupied orbital energy comes out at 0.169 eV. Its largest force on an atom is 1.8 eV Å⁻¹.



[2]
The following is a quantum chemistry calculation of a 3-piece molecular cluster, CHCl2NO2S overall, from OMol25.

Structure (XYZ):
```
8
Properties=species:S:1:pos:R:3:forces:R:3
C -1.82516 -0.93798 0.13439 2.30 -0.52 0.49
N -0.75537 -1.25689 0.42407 -0.68 -0.09 0.13
O 1.75948 0.62724 0.24355 1.44 -2.66 0.72
O 1.89704 -1.56296 -0.79364 0.22 -1.11 -0.92
S 2.15196 -0.79694 0.36015 -1.08 3.53 0.13
Cl -3.22777 -0.38406 -0.34111 -1.70 0.54 -0.48
Cl -0.66477 2.22071 -0.05794 1.07 0.30 0.04
H 0.66458 2.09088 0.03053 -1.56 0.02 -0.12
```
Positions in Å, forces in eV/Å.

The calculation puts the HOMO-LUMO gap at 9.92 eV. As for the total energy: -1562.46949 Eh. The energy relative to the best compared isomer or geometry (same formula, charge and spin) is 0.000 eV. The lowest unoccupied orbital energy comes out at -1.180 eV. Its largest force on an atom is 3.7 eV Å⁻¹.



[3]
The following is a quantum chemistry calculation of one molecule with the formula CHCl3, from OMol25.

Structure (XYZ):
```
5
Properties=species:S:1:pos:R:3:forces:R:3
Cl -1.32668 -1.08751 -0.42143 0.29 0.14 0.21
C -0.05383 0.07376 -0.05836 0.64 0.20 0.39
Cl 1.51669 -0.38919 -0.78034 -0.63 0.09 -0.01
Cl 0.21417 0.35781 1.68543 -0.32 -0.34 -0.21
H -0.35035 1.04512 -0.42531 0.02 -0.09 -0.39
```
Positions in Å, forces in eV/Å.

The calculation puts the HOMO-LUMO gap at 11.84 eV. As for the total energy: -1419.27006 Eh. The energy relative to the best compared isomer or geometry (same formula, charge and spin) is 0.050 eV. Its structure (SMILES) is ClC(Cl)Cl. The lowest unoccupied orbital energy comes out at 0.639 eV. Its largest force on an atom is 0.8 eV Å⁻¹.



[4]
The following is a quantum chemistry calculation of a 2-piece molecular cluster, CHCl3FOP overall, from OMol25.

Structure (XYZ):
```
8
Properties=species:S:1:pos:R:3:forces:R:3
C -0.16358 -1.25940 -0.52474 1.15 3.11 0.49
O 0.35054 2.03990 -0.80606 0.12 1.76 -2.59
F 0.27466 -1.33915 -1.77816 1.10 -0.03 0.32
P 0.06138 1.10494 0.22535 -0.85 -3.08 1.06
Cl 0.73912 -2.05630 0.70800 -0.44 -0.28 -0.69
Cl 1.59082 1.23441 1.53797 -0.17 -0.55 0.49
Cl -1.65074 1.60283 1.29256 0.65 -0.49 -0.25
H -1.20220 -1.32723 -0.65493 -1.55 -0.45 1.18
```
Positions in Å, forces in eV/Å.

The calculation puts the HOMO-LUMO gap at 8.67 eV. As for the total energy: -1935.74453 Eh. The energy relative to the best compared isomer or geometry (same formula, charge and spin) is 2.310 eV. The lowest unoccupied orbital energy comes out at -1.280 eV. Its largest force on an atom is 3.4 eV Å⁻¹.



[5]
The following is a quantum chemistry calculation of a 2-piece molecular cluster, CHClF2OS2 overall, from OMol25.

Structure (XYZ):
```
8
Properties=species:S:1:pos:R:3:forces:R:3
C 1.43586 0.41951 -0.18949 -1.39 -2.72 2.03
O -1.87722 -2.08816 0.68694 -1.83 2.04 -1.03
F 0.84324 0.36909 -1.33152 -1.20 0.45 -3.48
F 2.71369 0.35682 -0.33840 2.98 0.13 -0.55
S -2.33583 0.71345 0.08734 -0.14 -0.45 0.04
S -2.86904 -1.08485 0.15444 1.89 -1.63 0.97
Cl 0.99072 1.82062 0.63915 -0.41 1.82 1.20
H 1.09858 -0.50648 0.29154 0.09 0.36 0.83
```
Positions in Å, forces in eV/Å.

The calculation puts the HOMO-LUMO gap (alpha / beta) at 8.31 / 8.31 eV. As for the total energy: -1570.20391 Eh. The energy relative to the best compared isomer or geometry (same formula, charge and spin) is 0.346 eV. The lowest unoccupied orbital energy (alpha / beta) comes out at -2.116 / -2.116 eV. Its largest force on an atom is 3.7 eV Å⁻¹.



[6]
The following is a quantum chemistry calculation of one molecule with the formula CHClFNO, from OMol25.

Structure (XYZ):
```
6
Properties=species:S:1:pos:R:3:forces:R:3
O 1.01126 -1.00691 2.49889 -0.62 0.93 -0.95
N 0.53305 -0.13003 1.87816 0.60 -1.44 -1.09
C 0.55415 -0.43087 0.09236 2.42 -2.53 3.63
F 1.75888 0.03857 -0.23204 0.31 0.13 -0.33
Cl 0.40742 -2.15911 -0.29923 -0.06 1.20 0.28
H -0.18767 0.18070 -0.20323 -2.66 1.71 -1.53
```
Positions in Å, forces in eV/Å.

The calculation puts the HOMO-LUMO gap at 8.75 eV. As for the total energy: -728.64105 Eh. The energy relative to the best compared isomer or geometry (same formula, charge and spin) is 2.397 eV. Its structure (SMILES) is O=N[C@@H](F)Cl. The lowest unoccupied orbital energy comes out at -0.528 eV. Its largest force on an atom is 5.0 eV Å⁻¹.



[7]
The following is a quantum chemistry calculation of one molecule with the formula CHClFNO2, from OMol25.

Structure (XYZ):
```
7
Properties=species:S:1:pos:R:3:forces:R:3
O 1.34150 -0.33299 -1.20538 0.82 0.57 -1.81
N 0.82823 -0.51777 -0.15966 -2.69 1.41 0.36
O 1.15174 -1.25105 0.70248 0.64 -0.98 1.37
C -0.68613 0.25693 0.09573 3.91 0.75 0.90
F -0.93631 -0.17582 1.31621 -1.36 -0.06 -0.63
Cl -0.53969 2.01966 0.06324 0.16 -0.66 0.07
H -1.15934 0.00104 -0.81262 -1.48 -1.02 -0.26
```
Positions in Å, forces in eV/Å.

The calculation puts the HOMO-LUMO gap at 11.35 eV. As for the total energy: -803.86902 Eh. The energy relative to the best compared isomer or geometry (same formula, charge and spin) is 0.428 eV. Its structure (SMILES) is O=[N+]([O-])[C@@H](F)Cl. The lowest unoccupied orbital energy comes out at 0.336 eV. Its largest force on an atom is 4.1 eV Å⁻¹.



[8]
The following is a quantum chemistry calculation of one molecule with the formula CHClINO, from OMol25.

Structure (XYZ):
```
6
Properties=species:S:1:pos:R:3:forces:R:3
Cl 2.09369 -1.80990 -0.00016 -1.80 1.46 -0.03
O 1.30425 -0.15625 -0.04211 4.13 -2.62 -0.03
C 0.08561 0.27715 0.00354 -3.42 -0.63 0.15
N -1.04871 -0.28107 0.03471 0.98 -0.36 -0.11
I -2.85791 0.69030 -0.01406 0.99 -0.02 0.06
H 0.42307 1.27977 0.01807 -0.87 2.17 -0.04
```
Positions in Å, forces in eV/Å.

The calculation puts the HOMO-LUMO gap at 7.96 eV. As for the total energy: -926.44909 Eh. The energy relative to the best compared isomer or geometry (same formula, charge and spin) is 2.174 eV. Its structure (SMILES) is ClO/C=N/I. The lowest unoccupied orbital energy comes out at -1.603 eV. Its largest force on an atom is 4.9 eV Å⁻¹.



[9]
The following is a quantum chemistry calculation of one molecule with the formula CHClN2O3, from OMol25.

Structure (XYZ):
```
8
Properties=species:S:1:pos:R:3:forces:R:3
O 2.32524 -0.20752 -0.02500 -0.20 0.15 -0.07
N 1.41900 0.45804 -0.32447 -0.56 -0.67 1.05
C 0.02400 0.05899 0.52454 -0.14 0.35 0.06
Cl 0.00887 -1.41086 1.49283 0.39 0.86 -0.76
N -0.93292 0.03608 -0.63139 -0.29 0.21 -0.10
O -1.24921 1.13732 -1.02681 0.11 0.25 0.11
O -1.27398 -1.00509 -1.11615 0.03 -0.69 -0.08
H -0.32101 0.93305 1.10644 0.65 -0.45 -0.21
```
Positions in Å, forces in eV/Å.

The calculation puts the HOMO-LUMO gap at 9.21 eV. As for the total energy: -833.93104 Eh. The energy relative to the best compared isomer or geometry (same formula, charge and spin) is 0.000 eV. Its structure (SMILES) is O=N[C@H](Cl)[N+](=O)[O-]. The lowest unoccupied orbital energy comes out at -1.234 eV. Its largest force on an atom is 1.4 eV Å⁻¹.



[10]
The following is a quantum chemistry calculation of one molecule with the formula CHClO2S, from OMol25.

Structure (XYZ):
```
6
Properties=species:S:1:pos:R:3:forces:R:3
C 0.19581 -0.20910 -0.01842 -2.18 3.64 -0.77
O -2.41882 -0.04475 -0.32264 -0.01 0.30 -0.28
O 1.37213 -0.68382 0.15321 1.29 -0.02 0.32
S -1.27714 -0.94970 -0.21242 1.09 -0.07 0.53
Cl 0.21915 1.88669 -0.20797 -0.10 -3.34 0.42
H 1.90888 0.00068 0.60825 -0.10 -0.50 -0.21
```
Positions in Å, forces in eV/Å.

The calculation puts the HOMO-LUMO gap (alpha / beta) at 8.53 / 8.53 eV. As for the total energy: -1047.47051 Eh. The energy relative to the best compared isomer or geometry (same formula, charge and spin) is 1.711 eV. The lowest unoccupied orbital energy (alpha / beta) comes out at -0.924 / -0.924 eV. Its largest force on an atom is 4.3 eV Å⁻¹.